[1]
63
Properties=species:S:1:pos:R:3:forces:R:3:lowdin_charge:R:1 method="wB97M-V/def2-TZVPD" e_homo_ev="-14.4 / -14.8" charge=+2 lumo_energy_ev="-7.66 / -8.18" largest_force_ev_per_a=1.22 homo_lumo_gap_ev="6.71 / 6.58"
Pd 0.708 -0.708 -0.467 -0.6220 0.7097 0.5931 0.7451
C -1.151 -3.056 1.459 0.0023 -0.0030 0.0109 -0.1763
C -1.730 -2.684 0.113 0.0228 -0.0282 -0.0589 -0.1283
O -0.731 -2.304 -0.852 -0.0864 -0.0420 0.0611 -0.2721
C -0.063 -3.343 -1.593 -0.0863 0.0437 -0.0571 -0.1293
C 1.171 -3.849 -0.888 0.0116 -0.0214 0.0016 -0.1552
O 1.943 -2.721 -0.480 0.1028 0.1474 -0.0664 -0.1945
C 2.913 -3.046 0.525 0.0239 -0.0290 0.0137 -0.1419
C 3.352 -1.786 1.240 -0.0275 0.0291 0.0292 -0.1540
O 2.275 -0.996 1.717 0.0052 0.0171 -0.0350 -0.1997
C 1.698 -1.325 2.975 0.0127 0.0351 -0.0072 -0.1447
C 0.614 -2.382 2.890 0.0179 -0.0102 0.0168 -0.1668
O -0.301 -2.007 1.872 -0.0023 0.0112 -0.0370 -0.1666
H -0.592 -3.996 1.402 -0.0113 0.0008 -0.0053 0.1232
H -1.974 -3.211 2.166 0.0020 0.0030 -0.0047 0.1483
H -2.376 -1.810 0.204 0.0117 0.0083 0.0040 0.1293
H -2.318 -3.510 -0.291 -0.0001 0.0089 0.0051 0.1440
H 0.208 -2.884 -2.545 0.0002 0.0027 0.0103 0.1385
H -0.757 -4.163 -1.792 0.0012 0.0170 0.0221 0.1474
H 1.744 -4.484 -1.572 0.0101 0.0175 0.0070 0.1510
H 0.916 -4.446 -0.010 -0.0125 0.0066 0.0006 0.1225
H 3.781 -3.524 0.061 -0.0008 0.0101 -0.0056 0.1481
H 2.469 -3.760 1.221 0.0064 0.0051 -0.0123 0.1195
H 3.897 -1.147 0.545 0.0067 -0.0185 -0.0002 0.1163
H 4.031 -2.056 2.054 0.0053 -0.0189 -0.0094 0.1451
H 1.266 -0.394 3.346 -0.0050 -0.0142 -0.0053 0.1363
H 2.468 -1.644 3.684 -0.0051 -0.0146 0.0004 0.1417
H 0.113 -2.456 3.861 -0.0016 0.0019 -0.0034 0.1452
H 1.032 -3.368 2.663 -0.0007 0.0096 0.0040 0.1187
C -1.276 4.911 3.148 0.0006 -0.0110 -0.0115 -0.0316
C -2.280 3.961 3.000 0.0264 0.0368 0.0232 -0.0476
C -2.133 2.934 2.082 -0.0214 -0.0580 -0.0413 -0.1248
C -0.973 2.886 1.311 0.0280 -0.1410 0.1761 -0.3794
C 0.045 3.826 1.458 0.0230 -0.0294 -0.0485 -0.1090
C -0.119 4.846 2.382 -0.0339 -0.0130 0.0204 -0.0451
Sb -0.783 1.436 -0.169 0.6646 -0.7815 -0.6579 1.7428
C 1.056 1.493 -1.166 0.1232 0.1910 0.0993 -0.4493
C 2.212 1.251 -0.389 -0.2012 -0.0956 0.0135 -0.1853
C 3.456 1.152 -1.027 0.1033 -0.0242 -0.1024 -0.0592
C 3.544 1.277 -2.395 0.0394 -0.0208 0.1455 -0.0267
C 2.395 1.498 -3.167 -0.1293 0.0050 -0.0326 -0.0372
C 1.160 1.588 -2.570 -0.0313 -0.0347 -0.1656 -0.1011
C -2.347 1.440 -1.535 -0.0759 0.0076 0.0748 -0.3844
C -2.355 0.472 -2.539 0.0445 -0.0534 -0.0044 -0.1350
C -3.372 0.489 -3.481 0.0022 0.0154 0.0170 -0.0500
C -4.373 1.449 -3.402 0.0120 0.0117 0.0124 -0.0338
C -4.367 2.399 -2.388 -0.0104 -0.0041 -0.0120 -0.0451
C -3.353 2.399 -1.443 0.0236 0.0430 0.0313 -0.1048
H -1.397 5.710 3.866 -0.0021 0.0042 0.0044 0.1237
H -3.177 4.020 3.601 -0.0072 -0.0050 0.0037 0.1221
H -2.916 2.194 1.974 0.0032 -0.0002 -0.0052 0.1091
H 0.943 3.784 0.854 0.0054 0.0047 -0.0103 0.1020
H 0.655 5.591 2.501 0.0088 0.0037 -0.0045 0.1223
H 2.171 1.248 0.695 -0.0118 0.0327 -0.0079 0.1007
H 4.348 1.010 -0.431 0.0081 0.0024 -0.0051 0.1207
H 4.508 1.218 -2.883 0.0111 0.0037 0.0090 0.1254
H 2.483 1.607 -4.240 -0.0087 0.0015 -0.0069 0.1250
H 0.272 1.759 -3.171 0.0612 0.0149 0.0298 0.1095
H -1.580 -0.288 -2.586 -0.0363 0.0364 0.0146 0.0885
H -3.387 -0.247 -4.273 0.0006 -0.0070 0.0002 0.1191
H -5.168 1.456 -4.136 -0.0023 -0.0034 -0.0031 0.1229
H -5.150 3.141 -2.335 -0.0066 0.0076 -0.0033 0.1222
H -3.347 3.149 -0.659 0.0077 -0.0251 -0.0245 0.1029

---

[2]
110
Properties=species:S:1:pos:R:3:forces:R:3:lowdin_charge:R:1 method="wB97M-V/def2-TZVPD" de_lowest_kcal_mol=0.0 e_homo_ev=-7.2 charge=0 lumo_energy_ev=-1.26 largest_force_ev_per_a=2.24 homo_lumo_gap_ev=5.97
Sr -0.768 -1.228 0.634 1.8737 -0.1061 -1.2242 1.2280
N 2.336 -4.443 -2.061 0.0075 0.0057 0.0761 0.1263
C 2.170 -4.550 -3.451 -0.0309 -0.0604 -0.2881 -0.2374
C 3.038 -5.332 -4.194 0.0365 0.0021 0.0240 -0.0224
C 2.909 -5.413 -5.577 0.0321 -0.0279 0.0569 -0.0836
C 1.903 -4.719 -6.220 -0.0569 0.0492 -0.0674 -0.0869
C 1.008 -3.958 -5.475 0.0387 -0.0523 0.0328 -0.1012
C 1.141 -3.876 -4.102 -0.1494 0.0737 0.2813 -0.4316
S -0.012 -2.896 -3.167 0.1389 -0.0467 -0.4775 0.9637
N 0.455 -3.117 -1.571 -0.1063 -0.1028 0.4374 -0.2904
C 1.479 -3.791 -1.213 -0.1657 0.0216 -0.3282 -0.3677
C 1.778 -3.892 0.239 0.2687 -0.2398 0.2482 -0.2207
C 2.602 -4.889 0.742 -0.0579 0.0557 -0.0827 -0.0078
C 2.867 -4.920 2.106 -0.0655 0.0923 0.0832 -0.0358
C 2.302 -3.958 2.914 0.0691 -0.1166 0.0323 -0.0424
C 1.456 -3.024 2.331 -0.0421 0.0600 0.0665 -0.1798
N 1.195 -2.986 1.032 0.1219 -0.1541 -0.0031 0.0223
H 3.137 -4.906 -1.675 0.0318 0.0767 0.0770 0.1215
H 3.827 -5.881 -3.691 0.0064 0.0192 0.0043 0.1146
H 3.600 -6.026 -6.140 0.0096 0.0215 -0.0102 0.1055
H 1.808 -4.759 -7.297 -0.0198 -0.0382 0.0094 0.1055
H 0.199 -3.423 -5.958 0.0209 -0.0035 -0.0414 0.1087
H 3.017 -5.661 0.108 -0.0146 0.0147 -0.0105 0.1069
H 3.505 -5.689 2.520 0.0201 0.0107 -0.0060 0.1145
H 2.504 -3.915 3.974 -0.0186 0.0306 -0.0020 0.1123
H 0.969 -2.271 2.939 0.0064 -0.0080 0.0442 0.0757
O -8.540 -1.142 -0.689 0.1390 -0.0586 0.0219 0.0858
N -7.568 -1.657 -1.208 -0.5564 -0.0319 -0.1437 -0.3394
O -7.636 -2.507 -2.077 0.1718 0.0063 0.0364 0.0785
C -6.250 -1.186 -0.792 0.4874 0.4619 0.3755 -0.0694
C -6.205 0.047 -0.232 -0.3677 -0.2905 -0.2065 0.0810
C -4.977 0.645 0.143 0.5006 -0.0423 0.0174 -0.1302
C -4.903 1.918 0.738 -0.0035 -0.0410 -0.0328 0.0207
C -3.677 2.445 1.042 -0.1143 0.0002 -0.0181 -0.0024
C -2.531 1.700 0.736 0.0600 -0.0274 0.0325 -0.1109
N -2.577 0.487 0.220 -0.4866 0.3344 -0.0547 -0.0182
C -3.775 -0.053 -0.062 -0.3643 0.2923 0.0009 -0.1814
C -3.825 -1.411 -0.558 -0.4739 -0.1622 -0.2037 -0.1374
N -2.670 -2.100 -0.600 -0.8581 -0.3382 -0.6452 -0.0266
C -2.682 -3.358 -0.986 -0.0599 -0.0017 -0.0339 -0.1499
C -3.845 -4.017 -1.376 -0.1776 0.0330 0.0094 -0.0118
C -5.034 -3.332 -1.363 0.1303 -0.0158 0.0189 0.0278
C -5.059 -1.987 -0.941 0.0759 -0.0910 -0.0213 -0.0446
H -7.129 0.590 -0.085 -0.0067 0.0022 -0.0246 0.1351
H -5.819 2.456 0.950 0.0106 0.0243 -0.0058 0.1264
H -3.581 3.412 1.515 0.0416 0.0161 -0.0326 0.1148
H -1.538 2.099 0.925 -0.0241 0.0434 0.0600 0.0492
H -1.727 -3.869 -0.981 -0.0056 -0.0158 -0.0005 0.0835
H -3.810 -5.056 -1.671 0.0212 0.0088 -0.0297 0.1157
H -5.942 -3.820 -1.669 -0.0667 -0.0101 0.0084 0.1082
Cl 1.768 -0.360 -0.808 0.4866 -0.0768 -0.0015 0.5795
C 1.062 0.341 -2.266 0.1305 0.1697 -0.1138 -0.9590
Cl -0.690 0.176 -2.209 -0.2157 0.2456 -0.2000 0.5611
H 1.439 -0.200 -3.127 -0.0279 -0.0239 0.0254 0.0251
H 1.303 1.401 -2.273 -0.0038 -0.0054 0.0416 -0.0198
B -2.941 -0.811 3.394 0.0820 0.0638 -0.1972 -0.4121
N -1.684 0.095 3.486 -0.2032 0.1120 0.4200 -0.0869
C -1.513 1.101 4.355 0.2020 0.0719 -0.0507 -0.0816
C -0.329 1.752 4.053 -0.0059 0.0652 -0.0109 -0.0412
C 0.173 1.056 2.957 -0.1249 -0.0149 0.1743 -0.2129
N -0.651 0.061 2.616 0.1453 0.6209 0.9151 -0.1357
N -2.527 -2.299 3.229 -0.1949 -0.2074 0.3855 -0.0795
C -2.947 -3.317 3.990 0.1101 -0.1522 -0.0797 -0.0804
C -2.495 -4.502 3.430 -0.0279 -0.0238 0.0241 -0.0607
C -1.790 -4.092 2.300 -0.0654 0.0373 0.1389 -0.1744
N -1.818 -2.761 2.187 -0.3396 -0.7134 0.5120 -0.1033
H -3.564 -0.702 4.413 -0.0318 -0.0012 0.0912 0.0776
H -3.606 -0.505 2.431 -0.0398 0.0206 -0.0332 0.0716
H -2.235 1.287 5.132 -0.0275 -0.0526 -0.0175 0.1176
H 0.115 2.596 4.551 -0.0029 -0.0032 -0.0010 0.0991
H 1.076 1.236 2.400 -0.0127 0.0198 -0.0326 0.0408
H -3.539 -3.145 4.873 0.0055 0.0744 -0.0135 0.1187
H -2.655 -5.502 3.793 0.0147 0.0031 -0.0099 0.0891
H -1.264 -4.697 1.576 0.0407 0.0384 -0.0080 0.1017
S 3.177 -0.587 3.689 0.0037 0.2012 0.1850 0.6515
C 3.822 -0.252 2.199 0.0366 0.0532 0.0348 -0.8594
N 3.907 1.052 1.742 -0.0471 -0.2502 -0.1029 0.0742
C 4.505 1.385 0.591 0.0835 0.1062 -0.1848 -0.0898
C 5.058 0.416 -0.194 0.0752 -0.0749 0.0242 -0.0721
C 4.894 -0.904 0.257 -0.0140 0.1567 0.1256 -0.1697
N 4.303 -1.232 1.378 0.0362 -0.1967 -0.1862 0.0558
H 3.474 1.800 2.284 0.0083 0.1040 0.0400 0.0524
H 4.511 2.438 0.344 -0.0917 0.0711 0.0799 0.0983
H 5.562 0.644 -1.119 -0.0293 0.0659 0.0040 0.1023
H 5.267 -1.732 -0.341 -0.0196 0.0112 -0.0085 0.1090
S 2.995 4.397 2.125 0.1261 -0.0618 0.0328 0.1826
P 1.854 4.483 0.506 0.0117 -0.0400 0.0455 0.0203
S 0.902 2.816 -0.024 -0.1229 -0.0701 -0.1123 0.2591
C 0.648 5.850 0.664 0.1051 -0.1998 0.0239 -0.3841
C 1.118 7.155 0.782 -0.0469 0.0134 0.0016 -0.0920
C 0.222 8.207 0.878 0.0640 -0.0019 -0.0133 -0.0841
C -1.144 7.957 0.867 -0.0628 0.0335 0.0158 -0.0955
C -1.612 6.655 0.774 -0.0247 0.0233 0.0223 -0.0904
C -0.716 5.599 0.676 -0.0029 0.1205 -0.0067 -0.1096
C 2.829 5.000 -0.961 -0.0652 -0.1914 0.1361 -0.3928
C 2.165 5.136 -2.179 0.0869 0.0646 -0.0060 -0.1075
C 2.880 5.411 -3.332 -0.1010 0.0181 0.0018 -0.0883
C 4.263 5.542 -3.278 0.0516 -0.0032 -0.0318 -0.0979
C 4.924 5.411 -2.067 0.0366 0.0117 -0.0500 -0.0909
C 4.207 5.140 -0.908 -0.0053 0.0650 0.0147 -0.1238
H 2.187 7.335 0.807 -0.0073 0.0365 -0.0249 0.1062
H 0.588 9.223 0.959 -0.0040 -0.0012 0.0120 0.1012
H -1.843 8.781 0.937 -0.0026 -0.0056 -0.0032 0.0987
H -2.679 6.464 0.771 0.0035 0.0002 0.0121 0.0955
H -1.063 4.577 0.604 0.0112 -0.0138 -0.0730 0.0468
H 1.089 5.009 -2.210 0.0010 0.0018 -0.0469 0.0988
H 2.359 5.522 -4.275 0.0181 -0.0053 -0.0054 0.0997
H 4.822 5.745 -4.183 0.0044 0.0213 0.0107 0.0980
H 6.001 5.521 -2.021 -0.0030 -0.0013 -0.0072 0.0996
H 4.712 5.044 0.047 -0.0349 -0.0040 0.0210 0.0617

---

Among the records above, which one has the highest charge?
C26H31O4PdSb